No. 1
{"formula": "C27H19MnN3O3P", "method": "ωB97M-V/def2-TZVPD", "species": ["Mn", "C", "C", "C", "C", "C", "C", "P", "C", "C", "C", "C", "C", "C", "C", "C", "C", "C", "C", "C", "H", "H", "H", "H", "H", "H", "H", "H", "H", "H", "H", "H", "H", "H", "O", "C", "C", "C", "C", "C", "C", "C", "O", "O", "H", "H", "H", "H", "H", "N", "C", "N", "C", "N"], "xyz": [[0.275, -0.598, -1.267], [0.820, 0.053, 4.901], [-0.445, -0.503, 4.770], [-0.992, -0.691, 3.510], [-0.264, -0.315, 2.380], [1.008, 0.246, 2.511], [1.542, 0.427, 3.776], [-1.011, -0.474, 0.756], [-2.428, -1.557, 0.845], [-3.689, -1.125, 0.442], [-4.762, -2.004, 0.489], [-4.571, -3.305, 0.927], [-3.308, -3.741, 1.316], [-2.233, -2.873, 1.274], [-1.404, 1.113, 0.029], [-2.160, 2.226, 0.389], [-2.178, 3.300, -0.486], [-1.457, 3.275, -1.682], [-0.686, 2.177, -2.049], [-0.694, 1.126, -1.156], [1.244, 0.196, 5.886], [-1.009, -0.789, 5.647], [-1.979, -1.122, 3.412], [1.581, 0.534, 1.639], [2.528, 0.858, 3.883], [-3.840, -0.115, 0.081], [-5.736, -1.673, 0.158], [-5.408, -3.990, 0.955], [-3.164, -4.761, 1.647], [-1.250, -3.215, 1.578], [-2.715, 2.251, 1.319], [-2.761, 4.177, -0.242], [-1.499, 4.131, -2.342], [-0.127, 2.158, -2.974], [4.212, 1.041, 0.363], [4.641, 1.045, -0.917], [5.920, 1.484, -1.249], [6.338, 1.485, -2.564], [5.497, 1.052, -3.588], [4.233, 0.618, -3.270], [3.785, 0.605, -1.939], [2.442, 0.129, -1.696], [1.646, -0.203, -2.641], [1.925, -0.004, -0.513], [4.918, 1.368, 0.933], [6.584, 1.825, -0.463], [7.337, 1.829, -2.797], [5.835, 1.055, -4.614], [3.556, 0.272, -4.039], [-5.455, -1.493, -2.641], [-4.372, -1.836, -2.839], [-3.144, -2.269, -3.100], [-2.097, -1.848, -2.594], [-1.033, -1.555, -2.154]], "lowdin_charge": [0.863, -0.053, -0.056, -0.072, -0.326, -0.068, -0.057, 1.118, -0.379, -0.078, -0.069, -0.043, -0.054, -0.094, -0.350, -0.038, -0.043, -0.034, -0.036, -0.184, 0.115, 0.115, 0.107, 0.086, 0.112, 0.108, 0.107, 0.117, 0.115, 0.117, 0.125, 0.118, 0.120, 0.121, 0.090, -0.237, -0.001, -0.039, -0.056, 0.008, -0.066, -0.472, -0.031, -0.082, 0.124, 0.124, 0.119, 0.114, 0.127, 0.148, -0.336, 0.146, -0.262, 0.050], "s2": 4.0528, "total_energy_ev": -79522.160, "homo_energy_ev": [-11.90, -11.92], "max_force_ev_per_a": 0.20, "spin_multiplicity": 4, "total_charge": 1, "de_lowest_ev": 0.0000, "gap_ev": [6.877, 7.896], "molar_mass_da": 519.38, "lumo_ev": [-5.02, -4.02]}



No. 2
{"formula": "C27H20BrCl2EuN3O2S2", "method": "ωB97M-V/def2-TZVPD", "species": ["Eu", "C", "C", "C", "C", "C", "Br", "N", "C", "H", "H", "H", "H", "H", "H", "Cl", "C", "C", "C", "C", "C", "Cl", "C", "S", "H", "H", "H", "O", "S", "O", "N", "C", "C", "C", "C", "C", "C", "C", "C", "N", "C", "C", "C", "C", "C", "C", "C", "H", "H", "H", "H", "H", "H", "H", "H", "H", "H", "H"], "xyz": [[0.009, -0.235, 0.276], [4.546, -0.934, 4.374], [4.149, -0.948, 2.924], [5.058, -1.214, 1.900], [4.656, -1.200, 0.581], [3.319, -0.905, 0.326], [2.688, -0.880, -1.437], [2.445, -0.650, 1.270], [2.847, -0.680, 2.544], [5.228, -1.756, 4.598], [3.671, -1.044, 5.014], [5.040, 0.000, 4.643], [6.088, -1.441, 2.148], [5.340, -1.410, -0.228], [2.081, -0.491, 3.288], [-0.596, 0.525, -2.377], [0.013, 2.163, -2.698], [-0.297, 2.625, -3.965], [0.118, 3.893, -4.339], [0.828, 4.650, -3.421], [1.110, 4.144, -2.167], [2.007, 5.201, -1.094], [0.729, 2.868, -1.712], [1.105, 2.273, -0.135], [-0.857, 1.998, -4.643], [-0.104, 4.282, -5.322], [1.171, 5.645, -3.668], [-0.287, -1.998, 2.156], [-0.950, -2.557, 0.973], [-0.031, -2.670, -0.163], [-2.083, -1.644, 0.461], [-3.043, -1.075, 1.329], [-3.898, -1.791, 2.112], [-4.911, -1.149, 2.870], [-5.076, 0.198, 2.806], [-4.202, 0.975, 2.003], [-4.334, 2.374, 1.872], [-3.448, 3.057, 1.109], [-2.379, 2.351, 0.505], [-2.226, 1.064, 0.598], [-3.156, 0.357, 1.294], [-1.489, -4.166, 1.417], [-1.295, -4.649, 2.701], [-1.773, -5.916, 3.015], [-2.430, -6.671, 2.057], [-2.618, -6.173, 0.772], [-2.150, -4.913, 0.445], [-3.826, -2.871, 2.127], [-5.573, -1.744, 3.484], [-5.865, 0.692, 3.360], [-5.142, 2.880, 2.386], [-3.523, 4.128, 0.984], [-1.598, 2.872, -0.038], [-0.783, -4.036, 3.429], [-1.631, -6.314, 4.011], [-2.803, -7.655, 2.309], [-3.131, -6.766, 0.027], [-2.289, -4.501, -0.546]], "lowdin_charge": [1.207, -0.044, -0.245, -0.015, -0.084, -0.749, 0.802, -0.054, -0.076, 0.082, 0.078, 0.087, 0.122, 0.104, 0.123, 0.627, -0.615, -0.136, -0.094, -0.132, -0.672, 0.626, -0.772, 0.435, 0.097, 0.102, 0.098, -0.394, 0.470, -0.428, -0.213, -0.265, -0.015, -0.069, -0.047, -0.155, -0.013, -0.035, -0.133, 0.008, -0.164, -0.296, -0.053, -0.071, -0.078, -0.070, -0.055, 0.108, 0.104, 0.110, 0.119, 0.108, 0.072, 0.111, 0.106, 0.104, 0.107, 0.120], "s2": 15.7598, "total_energy_ev": -172978.122, "homo_energy_ev": [-6.62, -7.15], "max_force_ev_per_a": 2.01, "spin_multiplicity": 8, "de_lowest_ev": 0.5541, "gap_ev": [6.874, 7.396], "molar_mass_da": 785.38, "lumo_ev": [0.25, 0.25]}



No. 3
{"formula": "C27H20Cl2N2OPSbSe4Ti", "method": "ωB97M-V/def2-TZVPD", "species": ["Ti", "N", "C", "C", "C", "C", "C", "C", "P", "C", "C", "C", "C", "C", "C", "C", "C", "C", "C", "C", "C", "H", "H", "H", "H", "H", "H", "H", "H", "H", "H", "H", "H", "H", "H", "H", "H", "Se", "Sb", "Se", "Se", "Se", "Cl", "C", "C", "C", "Cl", "C", "C", "C", "C", "N", "C", "C", "O", "H", "H", "H", "H"], "xyz": [[1.692, 1.694, -1.056], [2.249, -0.504, -0.329], [2.615, -0.608, 1.041], [3.906, -0.688, 1.553], [4.132, -0.593, 2.891], [3.085, -0.443, 3.820], [1.807, -0.312, 3.270], [1.549, -0.378, 1.904], [0.041, 0.483, 1.229], [-0.598, 1.387, 2.640], [-0.443, 2.745, 2.620], [-1.142, 3.588, 3.532], [-1.895, 2.979, 4.507], [-1.955, 1.568, 4.641], [-1.340, 0.783, 3.679], [-1.087, -0.900, 0.913], [-0.629, -2.156, 0.557], [-1.467, -3.023, -0.135], [-2.722, -2.670, -0.540], [-3.268, -1.457, -0.076], [-2.415, -0.566, 0.570], [3.019, -0.747, -0.938], [1.538, -1.072, -0.657], [4.725, -0.844, 0.892], [5.178, -0.746, 3.185], [3.315, -0.319, 4.871], [1.071, 0.012, 3.947], [0.207, 3.189, 1.861], [-1.036, 4.675, 3.447], [-2.412, 3.595, 5.237], [-2.574, 1.162, 5.424], [-1.362, -0.292, 3.675], [0.357, -2.487, 0.867], [-1.108, -3.951, -0.484], [-3.248, -3.312, -1.245], [-4.299, -1.150, -0.263], [-2.818, 0.394, 0.842], [-6.874, 3.890, -1.516], [-6.072, 1.501, -1.349], [2.913, 2.934, 0.610], [1.165, 3.923, -0.822], [-6.520, 1.132, 1.082], [4.955, -0.099, -4.474], [3.190, -0.509, -4.276], [2.637, -1.528, -5.106], [1.311, -1.917, -5.021], [0.609, -3.317, -5.795], [0.397, -1.099, -4.157], [-0.957, -1.229, -4.193], [-1.778, -0.569, -3.241], [-1.208, 0.287, -2.397], [0.162, 0.552, -2.365], [0.988, -0.214, -3.284], [2.368, 0.124, -3.371], [2.787, 1.125, -2.488], [3.190, -2.046, -5.887], [-1.324, -1.906, -4.944], [-2.848, -0.778, -3.285], [-1.761, 0.709, -1.613]], "lowdin_charge": [0.132, 0.049, -0.327, -0.053, -0.102, -0.067, -0.080, -0.297, 1.109, -0.397, -0.093, -0.059, -0.098, -0.074, -0.095, -0.367, -0.099, -0.100, -0.090, -0.070, -0.107, 0.110, 0.053, 0.107, 0.104, 0.093, 0.073, 0.017, 0.109, 0.094, 0.092, 0.103, 0.099, 0.086, 0.105, 0.062, 0.099, -0.486, 0.048, 0.003, 0.034, -0.470, 0.540, -0.552, -0.162, -0.598, 0.616, -0.228, -0.093, -0.105, -0.168, 0.005, -0.174, -0.344, -0.306, 0.089, 0.054, 0.101, 0.076], "s2": 2.0262, "total_energy_ev": -358727.668, "homo_energy_ev": [-0.65, -2.23], "max_force_ev_per_a": 4.00, "spin_multiplicity": 3, "total_charge": -2, "de_lowest_ev": 1.2721, "gap_ev": [4.385, 5.967], "molar_mass_da": 975.82, "lumo_ev": [3.74, 3.74]}



No. 4
{"formula": "C27H20ClF35NO8S", "method": "ωB97M-V/def2-TZVPD", "species": ["O", "C", "O", "C", "C", "C", "N", "S", "O", "O", "C", "F", "F", "F", "C", "Cl", "C", "H", "H", "H", "H", "C", "C", "C", "F", "F", "F", "F", "O", "C", "C", "F", "F", "F", "F", "H", "H", "H", "H", "C", "C", "C", "F", "F", "F", "F", "O", "C", "C", "F", "F", "F", "F", "H", "H", "H", "H", "C", "C", "C", "F", "F", "F", "F", "O", "C", "C", "F", "F", "F", "F", "H", "H", "H", "H", "C", "C", "C", "F", "F", "F", "F", "O", "C", "C", "F", "F", "F", "F", "H", "H", "H", "H"], "xyz": [[0.291, -6.291, 0.602], [0.222, -5.218, 1.123], [-0.941, -4.480, 1.212], [1.532, -4.591, 1.701], [2.515, -5.293, 2.569], [3.680, -4.544, 3.063], [3.893, -3.185, 2.741], [5.291, -2.441, 3.449], [6.261, -3.460, 3.848], [5.979, -1.511, 2.577], [4.667, -1.609, 5.028], [4.780, -0.269, 4.896], [5.253, -2.121, 6.125], [3.307, -1.884, 5.134], [2.987, -2.500, 1.927], [3.166, -0.777, 1.517], [1.796, -3.162, 1.383], [-0.880, -3.845, 1.963], [2.358, -6.364, 2.838], [4.395, -5.085, 3.742], [1.069, -2.620, 0.734], [-4.963, -3.885, 5.438], [-3.521, -3.965, 4.896], [-3.026, -2.750, 4.111], [-3.754, -2.508, 3.012], [-1.741, -2.961, 3.685], [-3.386, -5.099, 4.169], [-2.701, -4.112, 5.977], [-5.985, -4.519, 4.670], [-6.543, -3.798, 3.604], [-6.248, -4.440, 2.244], [-4.919, -4.561, 2.029], [-6.742, -3.676, 1.244], [-6.154, -2.510, 3.672], [-7.875, -3.798, 3.810], [-4.959, -4.441, 6.377], [-5.242, -2.867, 5.720], [-3.026, -1.851, 4.734], [-6.695, -5.434, 2.180], [-1.452, -4.114, -4.263], [-0.066, -3.593, -3.829], [0.228, -3.633, -2.328], [-0.626, -2.879, -1.604], [1.475, -3.142, -2.079], [0.114, -2.347, -4.326], [0.860, -4.380, -4.445], [-2.479, -3.146, -4.489], [-3.199, -2.693, -3.377], [-2.977, -1.202, -3.108], [-1.665, -0.919, -2.920], [-3.628, -0.819, -1.987], [-2.924, -3.468, -2.309], [-4.501, -2.896, -3.662], [-1.306, -4.570, -5.245], [-1.801, -4.931, -3.628], [0.194, -4.659, -1.950], [-3.335, -0.598, -3.943], [3.540, 1.698, -2.809], [2.967, 2.781, -3.745], [2.466, 4.059, -3.071], [1.458, 3.829, -2.203], [1.982, 4.923, -4.001], [2.003, 2.228, -4.516], [3.971, 3.136, -4.595], [2.666, 0.627, -2.434], [1.802, 0.835, -1.357], [0.328, 0.813, -1.768], [0.061, 1.740, -2.708], [-0.468, 1.090, -0.705], [2.153, 1.962, -0.708], [2.032, -0.188, -0.487], [4.330, 1.202, -3.377], [4.049, 2.127, -1.944], [3.276, 4.566, -2.538], [0.051, -0.161, -2.165], [0.827, 7.409, -2.242], [2.221, 7.921, -1.809], [2.459, 8.015, -0.300], [1.611, 8.860, 0.309], [3.711, 8.481, -0.056], [2.464, 9.102, -2.416], [3.141, 7.044, -2.316], [-0.143, 8.398, -2.594], [-0.880, 8.990, -1.560], [-0.594, 10.489, -1.417], [0.715, 10.726, -1.195], [-1.273, 11.002, -0.364], [-0.689, 8.307, -0.415], [-2.181, 8.820, -1.883], [0.983, 6.856, -3.169], [0.422, 6.671, -1.546], [2.372, 7.031, 0.172], [-0.888, 11.027, -2.320]], "lowdin_charge": [0.173, -0.445, 0.120, 0.008, 0.093, 0.029, -0.136, 0.802, -0.232, -0.236, -0.538, 0.157, 0.176, 0.091, -0.477, 0.903, 0.051, 0.105, 0.145, 0.156, 0.129, -0.043, -0.436, -0.279, 0.106, 0.058, 0.128, 0.105, 0.043, -0.514, -0.274, 0.088, 0.105, 0.137, 0.156, 0.153, 0.148, 0.179, 0.178, -0.038, -0.434, -0.289, 0.081, 0.078, 0.133, 0.116, 0.046, -0.515, -0.255, 0.068, 0.109, 0.136, 0.159, 0.154, 0.148, 0.169, 0.183, -0.034, -0.435, -0.299, 0.088, 0.093, 0.135, 0.117, 0.044, -0.501, -0.287, 0.113, 0.103, 0.134, -0.041, 0.152, 0.144, 0.165, 0.142, -0.045, -0.427, -0.303, 0.099, 0.093, 0.138, 0.094, 0.044, -0.515, -0.278, 0.097, 0.101, 0.136, 0.147, 0.132, 0.143, 0.172, 0.177], "total_energy_ev": -164651.962, "homo_energy_ev": -12.89, "max_force_ev_per_a": 7.04, "total_charge": 1, "gap_ev": 6.860, "molar_mass_da": 1218.91, "lumo_ev": -6.03}